Record 1
The following is a quantum chemistry calculation of the molecule C3H3N5, from the Open Molecules 2025 dataset.

```
11
Properties=species:S:1:pos:R:3:lowdin_charge:R:1
C -1.0228 -0.3413 -0.0979 -0.42
C -0.3483 0.8487 -0.7035 -0.05
C 1.5231 0.2645 0.4486 -0.22
H -2.2417 0.5859 0.9809 0.06
H -0.8628 1.4805 -1.4082 0.11
H 2.2688 0.7639 1.0970 0.12
N -1.9834 -0.3656 0.7398 0.18
N 0.8702 1.1226 -0.3942 0.09
N 1.5040 -1.0360 0.4556 0.05
N 0.7512 -1.7824 -0.4377 -0.01
N -0.4585 -1.5407 -0.6804 0.08
```

total charge: 0
ΔE to the lowest compared entry with this formula, charge and spin: 59.44 kcal/mol
HOMO energy: -10.1 eV
LUMO: -0.0241 Eh
structure (SMILES): [H]/N=c1\cncnnn1
frontier orbital gap: 9.470 eV
electronic energy: -10606.290 eV

Record 2
The following is a quantum chemistry calculation of C5H13NO2 as an isolated structure, from the Open Molecules 2025 dataset.

```
21
Properties=species:S:1:pos:R:3:lowdin_charge:R:1
C 1.3584 -0.6483 -0.2245 -0.58
C 1.6083 0.7486 0.2842 -0.03
C -0.3747 -1.1924 0.7276 -0.05
N 1.2309 -0.7456 -1.5809 0.12
O 2.1546 -1.6394 0.2673 0.02
H 2.6275 -1.3388 1.0643 0.12
H 1.0979 -1.6951 -1.9060 0.11
H 0.5131 -0.0910 -1.9416 0.07
H 2.5953 1.0732 -0.0585 0.09
H 0.8641 1.4306 -0.1177 0.06
H 1.5946 0.7680 1.3720 0.08
H 0.0995 -1.1753 1.7119 0.02
H -1.4088 -1.0052 1.0060 0.00
H -0.3483 -2.2067 0.3277 0.03
C -2.0797 1.4734 0.3774 -0.06
C -1.6875 0.5382 -0.7372 -0.33
O -0.9294 0.8950 -1.6455 -0.04
H -2.3391 -0.3400 -0.8739 0.12
H -2.3662 0.9279 1.2755 0.07
H -1.2698 2.1624 0.6249 0.08
H -2.9408 2.0606 0.0470 0.09
```

total charge: 0
ΔE to the lowest compared entry with this formula, charge and spin: 80.92 kcal/mol
HOMO energy: -8.0 eV
LUMO: 0.0304 Eh
frontier orbital gap: 8.850 eV
electronic energy: -10978.370 eV

Record 3
The following is a quantum chemistry calculation of a 2-piece molecular cluster, C2H2Cl3O2S overall, from the Open Molecules 2025 dataset.

```
10
Properties=species:S:1:pos:R:3:lowdin_charge:R:1
C -1.0427 -0.0713 -0.1905 -0.24
C -1.3407 -1.3496 -0.0373 -1.17
O 2.7368 0.2384 -0.1259 -0.54
O 1.8233 1.7969 1.5858 -0.57
S 1.5754 0.7888 0.5240 0.42
Cl 0.8810 2.1880 -1.1316 -0.04
Cl -1.2153 -2.2768 1.3770 0.61
Cl -1.3796 -2.3112 -1.5935 0.47
H -1.0228 0.5610 0.7055 0.06
H -1.0153 0.4358 -1.1133 0.00
```

total charge: -1
ΔE to the lowest compared entry with this formula, charge and spin: 4.16 kcal/mol
HOMO energy: -4.8 eV
LUMO: 0.1090 Eh
frontier orbital gap: 7.758 eV
electronic energy: -54605.371 eV

Record 4
The following is a quantum chemistry calculation of a 12-piece molecular cluster, C21H62BNO14 overall, from the Open Molecules 2025 dataset.

```
99
Properties=species:S:1:pos:R:3:lowdin_charge:R:1
C 0.8661 4.3205 -2.6115 0.16
C -0.1054 4.5148 -1.9210 -0.09
C -1.2231 4.7785 -1.0562 -0.18
O -2.3786 3.9455 -1.2432 -0.02
C -2.2064 2.9517 -2.2198 -0.47
O -2.5421 3.2631 -3.3277 0.14
N -1.7435 1.6631 -1.9273 0.15
B -1.6097 1.2974 -0.5011 -0.53
C -0.8410 2.1023 0.6202 0.03
O -2.2507 0.1125 -0.1045 0.12
C -0.6118 1.2027 -2.7788 -0.28
C 0.6898 0.9838 -2.0210 -0.04
C -1.0820 -0.0738 -3.5391 -0.13
C -0.0498 -1.1948 -3.6679 -0.26
C -0.5912 -2.2733 -4.6068 -0.10
H 1.7675 4.1434 -3.1160 0.04
H -0.9139 4.6882 -0.0239 0.12
H -1.5506 5.8006 -1.1798 0.13
H -0.1354 2.7985 0.1965 0.04
H -1.4785 2.5619 1.3678 0.07
H -0.2332 1.3698 1.1464 0.07
H -2.9659 0.4284 0.4602 0.08
H -0.4152 1.9254 -3.5490 0.12
H 0.7137 0.0760 -1.4317 0.09
H 0.9876 1.8373 -1.4353 0.06
H 1.4670 0.8663 -2.7635 0.09
H -1.9650 -0.4932 -3.0751 0.12
H -1.3196 0.2317 -4.5441 0.10
H 0.1338 -1.6597 -2.7086 0.08
H 0.8894 -0.8490 -4.0771 0.11
H -1.6613 -2.3958 -4.4847 0.07
H -0.4355 -1.9632 -5.6354 0.07
H -0.1077 -3.2336 -4.4815 0.06
C -1.0361 3.3175 -6.6946 -0.15
O -1.6434 2.4152 -5.7736 -0.14
H -0.3547 2.7548 -7.3270 0.07
H -1.7946 3.7889 -7.3234 0.07
H -0.4732 4.0893 -6.1588 0.08
H -2.2436 2.9232 -5.2125 0.04
C 1.8066 -3.8293 -1.5607 -0.14
O 2.6571 -3.4835 -2.6576 -0.14
H 1.4182 -2.9137 -1.1256 0.06
H 0.9718 -4.4425 -1.9114 0.08
H 2.3674 -4.3713 -0.8000 0.07
H 2.9921 -4.3048 -3.0308 0.07
C -0.8120 -0.8696 3.3278 -0.14
O -2.2184 -1.0436 3.1943 -0.12
H -0.5236 -1.1251 4.3459 0.07
H -0.2824 -1.5229 2.6292 0.07
H -0.5496 0.1740 3.1301 0.07
H -2.4365 -0.8050 2.2894 0.05
C 2.5635 -2.8518 2.6337 -0.13
O 1.8182 -3.5464 1.6310 -0.13
H 3.1692 -2.0916 2.1457 0.09
H 1.8805 -2.3719 3.3384 0.07
H 3.2138 -3.5414 3.1712 0.05
H 1.2898 -4.2119 2.0778 0.08
C -1.0734 -0.9491 7.6133 -0.16
O 0.1439 -0.5870 6.9742 -0.13
H -0.8437 -1.6571 8.4070 0.07
H -1.5426 -0.0656 8.0439 0.06
H -1.7559 -1.4196 6.8990 0.08
H -0.0787 0.0432 6.2835 0.05
C 5.5132 -2.6648 -5.2748 -0.16
O 4.9127 -3.5272 -4.3172 -0.14
H 6.2055 -3.2532 -5.8719 0.08
H 4.7559 -2.2309 -5.9338 0.08
H 6.0658 -1.8618 -4.7790 0.08
H 4.3015 -2.9983 -3.7913 0.04
C -2.2916 2.7286 -10.8194 -0.16
O -1.4006 2.4070 -9.7562 -0.14
H -1.7631 3.3764 -11.5137 0.08
H -2.6084 1.8252 -11.3472 0.07
H -3.1719 3.2555 -10.4409 0.08
H -1.8732 1.8353 -9.1455 0.07
C 5.8392 -3.7602 4.3018 -0.16
O 4.7281 -3.8489 5.1918 -0.13
H 5.4584 -3.7782 3.2843 0.06
H 6.3871 -2.8276 4.4591 0.08
H 6.5155 -4.6072 4.4422 0.08
H 5.0781 -3.8293 6.0855 0.07
C -4.9743 2.7724 0.6881 -0.13
O -4.0976 2.5446 1.7960 -0.13
H -4.4446 3.3665 -0.0508 0.07
H -5.2723 1.8231 0.2331 0.08
H -5.8616 3.3152 1.0209 0.08
H -4.5805 2.0158 2.4365 0.08
C -2.9806 1.8081 5.8921 -0.14
O -1.8907 1.9897 6.7971 -0.14
H -2.5854 1.3888 4.9695 0.07
H -3.7166 1.1154 6.3089 0.08
H -3.4625 2.7640 5.6721 0.08
H -2.2472 2.3587 7.6084 0.08
C 1.4176 -2.5582 10.7594 -0.16
O 2.6337 -2.2026 10.1102 -0.13
H 1.6512 -3.2625 11.5535 0.08
H 0.9459 -1.6717 11.1925 0.08
H 0.7352 -3.0328 10.0489 0.07
H 2.4171 -1.5819 9.4089 0.07
```

total charge: 0
HOMO energy: -9.4 eV
LUMO: 0.0130 Eh
structure (SMILES): C#CCOC(=O)N(B(C)O)[C@@H](C)CCC.CO.CO.CO.CO.CO.CO.CO.CO.CO.CO.CO
frontier orbital gap: 9.764 eV
electronic energy: -53608.230 eV